1.
DFT (ωB97M-V with the def2-TZVPD basis set) results for a 8-piece molecular cluster, C38H91BrFIN10O7 overall.

Summary:
Kohn-Sham gap ... 9.2 eV
Calculated total energy ... -5548.0913 a.u.
Structure (SMILES) ... CCCN[C@@](C#N)(C[C@H](C)I)[C@](F)(Br)C#N.COC[C@@H](C)N.COC[C@@H](C)N.COC[C@@H](C)N.COC[C@@H](C)N.COC[C@@H](C)N.COC[C@@H](C)N.COC[C@@H](C)N

CARTESIAN COORDINATES (ANGSTROEM)
C 8.23017 -0.70853 -1.80316
C 6.86655 -1.01923 -2.38953
C 5.76265 -0.60654 -1.42736
N 4.46687 -0.34067 -2.08137
C 3.36336 -1.23543 -1.82077
C 3.14958 -1.31185 -0.38133
N 3.01440 -1.36559 0.75430
C 2.07392 -0.66723 -2.45607
C 1.84293 0.80166 -2.09215
C 0.39125 1.10557 -1.78204
I 2.50008 2.09080 -3.67635
C 3.64159 -2.68717 -2.36494
F 4.27429 -2.54961 -3.56494
Br 2.04071 -3.75146 -2.68153
C 4.48101 -3.48120 -1.48528
N 5.15518 -4.07740 -0.77766
H 8.34243 0.36633 -1.69548
H 9.03355 -1.07925 -2.42856
H 8.31768 -1.14034 -0.80982
H 6.74910 -0.44942 -3.30757
H 6.79405 -2.08069 -2.60690
H 5.66058 -1.35487 -0.64757
H 6.07711 0.30721 -0.92980
H 4.59719 -0.31394 -3.08516
H 1.21822 -1.22405 -2.09799
H 2.15915 -0.76521 -3.53252
H 2.45327 1.08945 -1.24597
H 0.00821 0.35231 -1.09792
H -0.21344 1.12722 -2.68144
H 0.31726 2.07047 -1.29492
C -2.63048 -4.40272 1.90540
C -2.77538 -4.58045 0.40032
C -1.45848 -4.38593 -0.36047
O -1.05063 -3.03773 -0.48610
C -0.36408 -2.50518 0.63664
N -3.83827 -3.69340 -0.08027
H -2.52844 -3.35261 2.17878
H -3.51487 -4.78298 2.41716
H -1.76030 -4.93694 2.29182
H -3.09740 -5.60875 0.20750
H -1.59561 -4.74698 -1.38408
H -0.65362 -4.98079 0.09219
H 0.26240 -3.26243 1.11612
H -1.04680 -2.08470 1.37897
H 0.28095 -1.70568 0.27719
H -4.01986 -3.87690 -1.06245
H -3.48358 -2.74116 -0.05537
C -4.33256 -0.78110 3.01175
C -3.71714 -1.17772 4.35000
C -4.00969 -0.19050 5.48431
O -3.24159 0.99750 5.44838
C -3.74148 2.01888 4.60873
N -2.28333 -1.41410 4.15915
H -3.77848 0.03298 2.54274
H -4.31421 -1.62760 2.32467
H -5.37022 -0.46492 3.13183
H -4.16833 -2.12968 4.64830
H -3.74607 -0.67457 6.42955
H -5.07956 0.04589 5.53194
H -4.83600 2.02851 4.60582
H -3.38390 1.91878 3.58055
H -3.38288 2.96889 5.00329
H -1.88188 -1.79240 5.01197
H -1.82756 -0.51279 4.04357
C -1.78498 4.71886 -7.40515
C -1.16907 4.26428 -6.08648
C -1.31709 5.28097 -4.94761
O -0.43953 6.38595 -5.02482
C -0.86821 7.45241 -5.84744
N 0.22505 3.87952 -6.31382
H -1.16599 5.46862 -7.89820
H -1.87256 3.87331 -8.08601
H -2.78057 5.14082 -7.25491
H -1.70548 3.36584 -5.76429
H -1.06704 4.77890 -4.00925
H -2.35576 5.63015 -4.86767
H -1.95490 7.57483 -5.80338
H -0.56767 7.31547 -6.88943
H -0.39814 8.36073 -5.47267
H 0.59964 3.47140 -5.46145
H 0.76027 4.73334 -6.44887
C -8.68343 -1.95440 9.39199
C -8.72485 -2.17861 7.88479
C -7.39464 -1.89246 7.18018
O -7.09457 -0.52091 6.99872
C -6.50938 0.12112 8.11772
N -9.84161 -1.41654 7.32027
H -8.70473 -0.89361 9.64279
H -9.55198 -2.41574 9.86031
H -7.78541 -2.39419 9.83001
H -8.93111 -3.23996 7.71987
H -7.44960 -2.30978 6.17071
H -6.56586 -2.39574 7.69632
H -5.85887 -0.55853 8.67611
H -7.27586 0.52434 8.78349
H -5.91011 0.95125 7.74351
H -9.95021 -1.64871 6.33764
H -9.58616 -0.43290 7.32416
C 9.68699 1.43167 -7.59659
C 9.83728 1.89800 -6.15358
C 9.15448 0.98523 -5.13018
O 7.74752 1.11315 -5.08679
C 7.04878 0.33556 -6.03563
N 9.38034 3.28313 -6.04767
H 8.68460 1.62868 -7.97788
H 10.38783 1.96683 -8.23593
H 9.88689 0.36273 -7.69107
H 10.90439 1.88757 -5.91037
H 9.50653 1.26607 -4.13376
H 9.43280 -0.06520 -5.29269
H 7.54561 -0.62639 -6.19774
H 6.93450 0.85174 -6.99130
H 6.05312 0.15093 -5.63046
H 9.58524 3.62925 -5.11394
H 8.36306 3.29466 -6.11057
C 5.69064 8.42013 -5.61987
C 6.78775 7.60305 -6.29411
C 6.26160 6.39212 -7.07837
O 5.87112 5.28054 -6.29057
C 4.58551 5.38613 -5.71135
N 7.79272 7.24271 -5.29713
H 5.30982 7.91991 -4.72906
H 6.08584 9.38494 -5.30496
H 4.85287 8.59881 -6.29720
H 7.27662 8.24957 -7.02975
H 7.06396 6.02003 -7.72031
H 5.43100 6.69362 -7.73123
H 3.91133 5.96188 -6.35260
H 4.62967 5.85730 -4.72669
H 4.16979 4.38375 -5.59386
H 8.57881 6.79010 -5.75468
H 7.38981 6.52292 -4.70432
C -7.19478 -8.71067 9.07038
C -7.42273 -7.81345 7.85881
C -6.72382 -6.45206 7.95515
O -7.35411 -5.52256 8.81436
C -7.03276 -5.64150 10.18688
N -8.86212 -7.69490 7.61872
H -7.78884 -8.38775 9.92532
H -7.49195 -9.73213 8.83772
H -6.14406 -8.71972 9.36611
H -6.98886 -8.31675 6.98925
H -6.74369 -5.98907 6.96479
H -5.66949 -6.57163 8.23907
H -5.99363 -5.95525 10.32486
H -7.69075 -6.34456 10.70311
H -7.16673 -4.65908 10.63845
H -9.02529 -7.19988 6.74728
H -9.25426 -7.09225 8.33681

2.
DFT (ωB97M-V with the def2-TZVPD basis set) results for C38H92Br6N9O21P3 as an isolated structure.

Summary:
Kohn-Sham gap ... 7.8 eV
Calculated total energy ... -20044.1943 a.u.

CARTESIAN COORDINATES (ANGSTROEM)
C 6.74365 1.06785 -2.72998
Br 6.93827 -0.14650 -1.23068
Br 8.20196 2.38711 -2.70524
Br 4.96162 1.90368 -2.67943
H 6.81784 0.55208 -3.67637
C -0.41000 -0.55543 5.21045
Br 0.16726 -0.30660 3.36442
Br -2.15799 0.26112 5.58153
Br 0.95515 -0.02637 6.48484
H -0.49239 -1.61261 5.42597
O 0.07319 -2.35470 -1.62488
P 0.45863 -0.98056 -1.25686
N 1.95610 -0.81510 -0.56692
C 2.45078 0.10960 0.44299
C 2.99808 -1.67026 -1.14904
N -0.67246 -0.17476 -0.33206
C -0.71980 1.25099 0.02885
C -1.90899 -0.89576 -0.09470
N 0.62594 -0.00730 -2.65563
C -0.25389 -0.33273 -3.77670
C 1.28690 1.26153 -2.75770
H 2.29526 1.14602 0.12956
H 3.52036 0.01481 0.61763
H 1.96799 0.01024 1.41563
H 3.97774 -1.22429 -1.31354
H 2.67829 -1.97406 -2.15118
H 3.06197 -2.60679 -0.58927
H -1.42363 1.79093 -0.60676
H -0.99793 1.30912 1.07954
H 0.27430 1.65448 -0.15971
H -2.56576 -1.02615 -0.97006
H -1.87845 -1.87170 0.38252
H -2.66193 -0.27271 0.40430
H 0.31071 -0.35598 -4.71266
H -0.65402 -1.34012 -3.66385
H -1.12122 0.32622 -3.89778
H 0.71206 2.09349 -2.32746
H 1.49989 1.55691 -3.78808
H 2.27048 1.25073 -2.28182
O -6.66177 1.93773 -2.18823
P -5.56050 2.81117 -2.62929
N -5.93025 4.25471 -3.39494
C -6.39892 5.36178 -2.57740
C -6.49029 4.25846 -4.75196
N -4.48079 2.01686 -3.66170
C -4.27999 0.59110 -3.41570
C -3.53109 2.68321 -4.51140
N -4.56887 3.28177 -1.32455
C -3.43325 4.16267 -1.58611
C -4.50240 2.36249 -0.20479
H -5.95235 5.40216 -1.58683
H -7.48512 5.31606 -2.43087
H -6.17933 6.29429 -3.10306
H -7.55894 4.02672 -4.67496
H -5.96768 3.51366 -5.34400
H -6.46042 5.27584 -5.14128
H -3.42322 0.47454 -2.74467
H -5.17657 0.12956 -3.01454
H -4.05045 0.06490 -4.34721
H -2.50450 2.59614 -4.12636
H -3.55869 2.12263 -5.45310
H -3.70725 3.73696 -4.70937
H -2.53577 3.53854 -1.66500
H -3.60772 4.76191 -2.47443
H -3.31950 4.82919 -0.72663
H -4.25350 1.34495 -0.52718
H -5.48439 2.37089 0.27057
H -3.75991 2.67286 0.53039
O 6.95138 2.71449 5.81835
P 6.42403 1.40565 5.35637
N 7.57490 0.16739 5.30916
C 8.54030 0.12259 4.20183
C 8.24970 -0.15976 6.58050
N 5.75883 1.40270 3.82106
C 5.24532 2.68470 3.34238
C 5.38592 0.23115 3.03458
N 5.18998 0.87092 6.35355
C 4.80767 -0.53691 6.43868
C 4.65436 1.76191 7.37032
H 7.98043 0.20782 3.26786
H 9.11683 -0.79875 4.23867
H 9.25460 0.95111 4.13463
H 9.31661 -0.35258 6.53224
H 7.79618 -1.07679 6.97568
H 8.02093 0.59714 7.33405
H 4.37913 3.04197 3.90314
H 6.02250 3.44915 3.39309
H 5.01451 2.60796 2.27931
H 5.74410 -0.65484 3.55886
H 4.29919 0.17322 2.93696
H 5.85397 0.26002 2.04811
H 4.15243 -0.76054 7.27400
H 4.34832 -0.80659 5.48213
H 5.68544 -1.18891 6.48284
H 3.69450 2.22235 7.11700
H 5.37305 2.54010 7.62145
H 4.47235 1.22798 8.30889
C -2.32277 1.33688 -7.56605
O -1.87606 0.69436 -8.74161
C -0.59762 0.39768 -8.84040
O 0.22118 0.55737 -7.98337
O -0.41933 -0.19220 -10.01886
C 0.90942 -0.57083 -10.33683
H -3.40608 1.27022 -7.58854
H -2.00105 2.36139 -7.36975
H -1.94098 0.80647 -6.68822
H 1.25768 -1.48075 -9.84924
H 1.61252 0.22233 -10.07956
H 0.94867 -0.71348 -11.41361
C -0.90889 -6.27578 5.34933
O -0.30843 -5.91695 4.12375
C -0.59680 -4.71606 3.61985
O -1.30238 -3.84851 4.07224
O 0.07595 -4.60565 2.50012
C -0.06774 -3.59456 1.54079
H -1.90114 -6.70543 5.20304
H -1.05775 -5.43125 6.02851
H -0.22122 -6.95163 5.85258
H -0.72949 -3.84641 0.70860
H 0.91013 -3.33962 1.14305
H -0.55618 -2.70925 1.95672
C 5.04345 -7.85146 -4.18889
O 4.27756 -7.37524 -3.06886
C 3.24219 -6.60150 -3.36639
O 2.80537 -6.42753 -4.47671
O 2.81372 -6.07750 -2.21845
C 1.71854 -5.17227 -2.23818
H 5.73694 -8.63123 -3.89381
H 5.54636 -6.97088 -4.58603
H 4.38119 -8.26492 -4.94734
H 0.74527 -5.62983 -2.04882
H 1.54600 -4.48556 -3.06526
H 1.90450 -4.55602 -1.35869
C -3.74431 -4.50963 -1.01359
O -4.15245 -3.15202 -1.15547
C -5.17019 -2.67088 -0.45530
O -5.74232 -3.23829 0.43899
O -5.35430 -1.40564 -0.78358
C -6.46058 -0.66697 -0.28767
H -4.36779 -5.02794 -0.28440
H -2.76150 -4.48159 -0.54208
H -3.73434 -5.01641 -1.97124
H -6.24252 0.39071 -0.39060
H -6.60855 -0.80241 0.78599
H -7.34550 -0.91461 -0.86825
C 1.43844 4.66133 0.13409
O 0.46636 4.52966 1.17332
C 0.77899 3.67449 2.17268
O 1.70847 2.91563 2.15427
O -0.13520 3.82771 3.10225
C 0.00223 3.02465 4.25969
H 1.14975 5.54872 -0.41972
H 1.49186 3.72811 -0.42567
H 2.41408 4.86492 0.58167
H -0.59034 3.38365 5.10164
H 1.04423 2.88817 4.53957
H -0.47713 2.05238 4.12460
C -6.43385 2.20842 3.55809
O -6.09225 0.84472 3.68865
C -4.96683 0.37412 3.16424
O -4.00982 1.04276 2.87312
O -5.05764 -0.94338 3.17302
C -3.88834 -1.68038 2.85291
H -5.95068 2.93001 4.21354
H -7.51854 2.21181 3.66591
H -6.26843 2.50809 2.51720
H -2.98553 -1.22591 3.25709
H -3.71428 -1.78411 1.78188
H -3.97379 -2.68913 3.24710

3.
DFT (ωB97M-V with the def2-TZVPD basis set) results for a 8-piece molecular cluster, C38H92Br6O24P6 overall.

Summary:
Kohn-Sham gap ... 9.6 eV
Calculated total energy ... -20801.5052 a.u.
Structure (SMILES) ... CCOP(=O)(OCC)OCC.CCOP(=O)(OCC)OCC.CCOP(=O)(OCC)OCC.CCOP(=O)(OCC)OCC.CCOP(=O)(OCC)OCC.CCOP(=O)(OCC)OCC.BrC(Br)Br.BrC(Br)Br

CARTESIAN COORDINATES (ANGSTROEM)
C -0.13141 1.46768 -2.98477
Br 0.93403 0.41517 -4.35917
Br 0.93637 2.06895 -1.40844
Br -1.75852 0.46598 -2.24451
H -0.55394 2.36267 -3.44147
C 5.03064 7.46303 2.42075
Br 6.02664 5.82769 2.93273
Br 5.88730 8.40491 0.84629
Br 4.84266 8.67837 3.95985
H 4.12626 6.98311 2.04673
C 4.72113 -4.36925 1.73313
C 5.61436 -4.08902 0.55424
O 6.61766 -3.26358 1.08850
P 8.08513 -3.93868 1.47236
O 9.07276 -2.91058 1.82838
O 7.72335 -4.97201 2.64604
C 8.62897 -5.94815 3.11553
C 8.91422 -5.50539 4.52090
O 8.47643 -4.81566 0.16137
C 9.12152 -4.22506 -0.90620
C 8.64423 -4.87760 -2.16947
H 3.66722 -4.54662 1.51890
H 5.09254 -5.19849 2.33522
H 4.64390 -3.56682 2.46678
H 6.01951 -5.02136 0.16090
H 5.02890 -3.51462 -0.16367
H 8.12964 -6.91389 3.03726
H 9.59614 -5.99714 2.61526
H 9.32663 -4.50396 4.64394
H 7.93530 -5.46674 4.99873
H 9.44264 -6.30119 5.04587
H 8.88592 -3.16416 -0.99040
H 10.18777 -4.34743 -0.71582
H 8.73633 -5.96318 -2.13567
H 7.58546 -4.67033 -2.32483
H 9.08640 -4.40156 -3.04467
C -6.32308 -6.50332 2.83902
C -6.74863 -5.67446 4.04261
O -6.94188 -6.35368 5.26256
P -5.78625 -7.35458 5.82418
O -4.38866 -6.89051 5.57001
O -6.12399 -7.45029 7.35960
C -5.51014 -8.56810 8.03930
C -5.36358 -8.22997 9.53144
O -6.20220 -8.82077 5.23363
C -7.52914 -9.16775 5.34582
C -7.75748 -10.63202 5.19817
H -5.41608 -7.09025 2.98381
H -7.18956 -7.09264 2.53899
H -6.02722 -5.78308 2.07624
H -6.11558 -4.84597 4.36030
H -7.72977 -5.26588 3.80068
H -6.11626 -9.47157 7.97272
H -4.53022 -8.83770 7.64537
H -5.26852 -9.15150 10.10578
H -4.54905 -7.53447 9.73375
H -6.22408 -7.61421 9.79310
H -8.04241 -8.79545 6.23240
H -8.10600 -8.58990 4.62373
H -8.79863 -10.79357 4.91891
H -7.16635 -11.02650 4.37171
H -7.55152 -11.25301 6.06998
C 11.45077 10.66588 -4.63020
C 12.03867 9.65468 -5.64959
O 11.25105 8.45527 -5.43989
P 11.90926 7.09420 -4.79648
O 13.34178 6.90253 -5.14615
O 11.58101 7.29833 -3.24015
C 12.04232 6.39024 -2.25146
C 11.41712 4.99575 -2.30133
O 10.97275 5.88905 -5.25072
C 9.56526 6.13471 -5.10675
C 8.95198 4.73090 -5.17236
H 10.40904 10.86269 -4.88353
H 11.63308 10.38270 -3.59352
H 11.80052 11.68408 -4.80063
H 11.86504 10.09839 -6.62993
H 13.11384 9.52158 -5.52963
H 13.12743 6.42759 -2.15538
H 11.75784 6.75525 -1.26458
H 11.58494 4.44021 -3.22400
H 11.81747 4.34929 -1.52036
H 10.32904 4.98190 -2.23821
H 9.22048 6.71261 -4.24928
H 9.34593 6.69095 -6.01811
H 9.32976 4.14268 -4.33607
H 7.86249 4.76142 -5.15845
H 9.34576 4.18883 -6.03213
C 2.07865 10.32512 -5.36153
C 1.17738 11.18890 -4.50100
O -0.20952 10.92142 -4.61164
P -0.76989 9.85702 -3.44777
O 0.00570 8.58490 -3.27874
O -2.28270 9.69090 -3.95439
C -2.62035 8.70991 -4.86940
C -3.85886 9.23664 -5.61692
O -0.94028 10.73543 -2.07899
C -1.16165 10.04805 -0.87310
C -2.46487 10.55277 -0.30945
H 1.66188 9.32573 -5.48653
H 2.17421 10.72071 -6.37270
H 3.06254 10.22286 -4.90371
H 1.48838 11.15128 -3.45699
H 1.32884 12.21509 -4.83577
H -1.84077 8.47217 -5.59315
H -2.77115 7.79881 -4.29038
H -4.72738 9.25455 -4.95855
H -3.69960 10.29840 -5.80512
H -4.09815 8.79563 -6.58457
H -1.10281 8.96114 -0.93020
H -0.33666 10.34178 -0.22409
H -3.28678 10.29919 -0.97901
H -2.69909 10.13039 0.66771
H -2.50090 11.63640 -0.19747
C -9.64322 0.78426 6.41531
C -8.63387 -0.07842 7.18980
O -7.22136 0.28307 6.87483
P -6.51043 1.77087 6.97346
O -7.30989 2.90356 6.46303
O -6.10882 1.85264 8.53690
C -5.13288 1.00508 9.10965
C -5.67489 -0.38671 9.27653
O -5.05903 1.47405 6.29220
C -4.37807 2.59402 5.63963
C -2.90086 2.57349 5.94920
H -9.42657 0.96507 5.36247
H -10.59658 0.25605 6.42900
H -9.86136 1.76451 6.83915
H -8.63539 0.06291 8.27060
H -8.61671 -1.13958 6.94133
H -4.23244 1.11944 8.50613
H -4.86118 1.38901 10.09295
H -4.88747 -0.89235 9.83545
H -6.60106 -0.45418 9.84727
H -5.74123 -0.97436 8.36091
H -4.59952 2.48580 4.57787
H -4.65413 3.61173 5.91560
H -2.22230 3.16542 5.33497
H -2.79271 2.87161 6.99204
H -2.51193 1.55694 5.89041
C -6.83014 -10.84396 -7.26146
C -7.10073 -9.35756 -7.33196
O -6.04701 -8.57178 -6.73211
P -5.88488 -6.99547 -7.14538
O -5.41144 -6.67591 -8.53451
O -7.29802 -6.29235 -6.76629
C -7.34554 -4.89237 -6.73910
C -8.31954 -4.47631 -5.69074
O -4.93260 -6.46534 -5.98522
C -3.51085 -6.71963 -5.93583
C -3.19992 -7.03696 -4.47389
H -7.48498 -11.48769 -7.84873
H -5.79972 -11.00286 -7.57940
H -6.88648 -11.30407 -6.27493
H -7.25873 -9.06550 -8.37014
H -8.12157 -9.22161 -6.97489
H -6.41246 -4.35688 -6.56383
H -7.65891 -4.51127 -7.71103
H -8.01642 -4.89464 -4.73095
H -8.37683 -3.39562 -5.56059
H -9.37606 -4.72688 -5.78593
H -3.27862 -7.57504 -6.57022
H -2.91023 -5.91780 -6.36527
H -3.15218 -6.15825 -3.83070
H -3.87943 -7.73643 -3.98695
H -2.18143 -7.42261 -4.42872